# C40H56IrN2O3P2

C40H56IrN2O3P2 as an isolated structure (ωB97M-V/def2-TZVPD, OMol25).

Properties
- HOMO-LUMO gap (spin up / spin down) (eV) = 5.946 / 6.437
- <S²> = 0.77
- multiplicity = 2
- charge = 0
- E_LUMO (spin up / spin down) (eV) = -0.79 / -0.57
- energy above the lowest of the compared OMol25 structures with the same formula, charge and spin (kcal per mole) = 62.6
- F_max (Eh/bohr) = 0.0951

Geometry (Å):
1 Ir -1.25 0.87 -1.26
2 N -2.58 2.64 -0.16
3 C -2.11 4.02 -0.04
4 C -1.82 4.63 -1.42
5 C -0.73 3.78 -2.13
6 O 0.40 4.23 -2.23
7 O -1.15 2.66 -2.56
8 H -3.45 2.63 -0.70
9 H -2.77 2.24 0.75
10 H -1.19 4.03 0.55
11 H -2.85 4.65 0.49
12 H -1.47 5.65 -1.30
13 H -2.73 4.62 -2.03
14 C -2.84 -0.55 -1.82
15 H -3.60 -0.31 -2.55
16 H -2.97 -1.54 -1.40
17 O -1.65 0.35 1.22
18 P -1.19 -0.13 2.55
19 C -0.50 1.39 3.42
20 C -0.24 1.37 4.93
21 C 1.18 0.99 5.32
22 C 2.19 1.84 4.57
23 C 2.01 1.62 3.07
24 C 0.62 2.06 2.64
25 C -0.19 -1.66 2.29
26 C 0.48 -2.32 3.48
27 C 0.94 -3.74 3.09
28 C 1.36 -3.82 1.62
29 C 1.91 -2.48 1.14
30 C 0.80 -1.42 1.14
31 C -2.61 -0.64 3.67
32 C -3.61 0.52 3.83
33 C -5.01 0.17 3.32
34 C -4.91 -0.39 1.91
35 C -4.06 -1.67 1.86
36 C -3.32 -1.90 3.18
37 H -1.39 2.02 3.27
38 H -0.94 0.70 5.43
39 H -0.43 2.38 5.30
40 H 1.36 -0.06 5.10
41 H 1.31 1.13 6.40
42 H 3.21 1.57 4.87
43 H 2.04 2.89 4.81
44 H 2.16 0.56 2.85
45 H 2.76 2.19 2.51
46 H 0.48 1.87 1.57
47 H 0.55 3.15 2.79
48 H -0.96 -2.35 1.92
49 H -0.20 -2.37 4.34
50 H 1.35 -1.73 3.77
51 H 0.13 -4.45 3.29
52 H 1.78 -4.03 3.73
53 H 0.50 -4.10 1.00
54 H 2.11 -4.60 1.48
55 H 2.32 -2.57 0.13
56 H 2.73 -2.19 1.81
57 H 0.27 -1.44 0.19
58 H 1.24 -0.43 1.22
59 H -2.16 -0.88 4.63
60 H -3.27 1.38 3.25
61 H -3.66 0.83 4.88
62 H -5.63 1.07 3.33
63 H -5.48 -0.56 3.99
64 H -4.46 0.37 1.27
65 H -5.91 -0.59 1.53
66 H -3.33 -1.57 1.06
67 H -4.68 -2.54 1.65
68 H -2.62 -2.73 3.06
69 H -4.04 -2.21 3.95
70 N 0.39 -0.03 -1.96
71 P 1.38 -0.23 -3.16
72 C 1.57 1.15 -4.34
73 C 2.81 1.58 -4.80
74 C 2.89 2.63 -5.70
75 C 1.73 3.25 -6.14
76 C 0.50 2.81 -5.70
77 C 0.41 1.74 -4.82
78 C 3.05 -0.61 -2.54
79 C 3.60 -1.88 -2.62
80 C 4.78 -2.16 -1.94
81 C 5.39 -1.19 -1.17
82 C 4.83 0.08 -1.09
83 C 3.66 0.37 -1.76
84 C 0.85 -1.61 -4.24
85 C 1.57 -1.96 -5.37
86 C 1.09 -2.97 -6.20
87 C -0.09 -3.62 -5.89
88 C -0.81 -3.26 -4.76
89 C -0.35 -2.24 -3.95
90 H 3.72 1.10 -4.44
91 H 3.85 2.97 -6.04
92 H 1.80 4.09 -6.82
93 H -0.40 3.30 -6.04
94 H -0.55 1.39 -4.47
95 H 3.11 -2.65 -3.20
96 H 5.22 -3.15 -2.01
97 H 6.29 -1.42 -0.61
98 H 5.31 0.84 -0.49
99 H 3.21 1.35 -1.70
100 H 2.49 -1.45 -5.60
101 H 1.63 -3.24 -7.10
102 H -0.46 -4.41 -6.53
103 H -1.73 -3.77 -4.52
104 H -0.92 -1.91 -3.09

Results of the Löwdin charge analysis, in e, for atoms 1 through 99: Ir 1.16; N -0.06; C -0.25; C -0.11; C -0.70; O 0.03; O -0.22; H 0.09; H 0.05; H 0.11; H 0.11; H 0.11; H 0.11; C -0.05; H -0.05; H -0.05; O -0.43; P 0.84; C -0.32; C -0.18; C -0.20; C -0.20; C -0.19; C -0.19; C -0.34; C -0.19; C -0.18; C -0.20; C -0.18; C -0.20; C -0.34; C -0.19; C -0.20; C -0.18; C -0.19; C -0.20; H 0.10; H 0.10; H 0.12; H 0.09; H 0.11; H 0.11; H 0.12; H 0.10; H 0.12; H 0.10; H 0.12; H 0.11; H 0.11; H 0.09; H 0.11; H 0.11; H 0.11; H 0.11; H 0.10; H 0.11; H 0.08; H 0.09; H 0.10; H 0.09; H 0.12; H 0.11; H 0.11; H 0.09; H 0.11; H 0.08; H 0.11; H 0.10; H 0.12; N -0.41; P 0.77; C -0.28; C -0.09; C -0.09; C -0.08; C -0.07; C -0.09; C -0.29; C -0.08; C -0.09; C -0.09; C -0.08; C -0.09; C -0.29; C -0.09; C -0.08; C -0.09; C -0.08; C -0.08; H 0.10; H 0.10; H 0.10; H 0.11; H 0.09; H 0.10; H 0.10; H 0.10; H 0.10; H 0.12